C31H36N2O5 | ωB97M-V/def2-TZVPD

Calculated values
Orbital gap ... 0.08905 Ha
Energy above the lowest of the compared OMol25 structures with the same formula, charge and spin ... 39.3 kcal/mol
HOMO ... -0.170 Eh
LUMO level ... -2.2 eV
Electronic energy ... -45944.77992 eV

XYZ file:
```
74
Properties=species:S:1:pos:R:3:lowdin_charge:R:1
C 4.077 -1.317 3.903 -0.08
C 3.075 -0.233 3.616 -0.26
O 1.774 -0.609 4.089 -0.04
C 0.879 0.371 3.779 -0.47
C -0.461 0.084 4.351 -0.14
C -1.521 1.006 4.065 -0.45
O -1.380 1.996 3.351 -0.03
C -2.938 0.661 4.603 -0.14
C -3.746 -0.181 3.621 -0.22
C -3.360 -1.659 3.565 -0.21
C -1.996 -1.955 2.912 -0.21
C -0.909 -2.339 3.912 -0.20
C -0.687 -1.238 4.983 -0.19
O 1.214 1.323 3.089 0.02
H 5.038 -0.973 3.514 0.07
H 4.198 -1.494 4.976 0.08
H 3.829 -2.255 3.396 0.07
H 3.369 0.699 4.117 0.13
H 3.021 -0.049 2.536 0.09
H -2.889 0.175 5.584 0.10
H -3.469 1.612 4.721 0.10
H -4.804 -0.115 3.910 0.10
H -3.662 0.265 2.621 0.11
H -3.397 -2.085 4.576 0.11
H -4.127 -2.173 2.970 0.10
H -2.120 -2.780 2.197 0.10
H -1.662 -1.084 2.332 0.11
H -1.158 -3.287 4.409 0.10
H 0.038 -2.479 3.374 0.10
H 0.199 -1.506 5.570 0.10
H -1.559 -1.207 5.646 0.09
C -0.507 9.781 3.064 -0.05
O -1.728 9.070 2.734 -0.07
C -1.694 8.238 1.661 -0.25
C -2.821 7.409 1.441 0.03
C -2.831 6.535 0.362 0.01
C -1.717 6.443 -0.486 -0.22
N -1.785 5.592 -1.610 0.07
C -0.832 4.720 -2.076 -0.06
C 0.269 4.232 -1.246 -0.29
C 1.198 3.263 -1.834 -0.04
C 1.861 2.367 -1.069 0.04
C 2.692 1.318 -1.630 -0.20
C 3.080 0.227 -0.818 0.00
C 3.828 -0.825 -1.339 -0.06
C 4.213 -0.808 -2.690 -0.07
C 3.837 0.263 -3.512 -0.08
C 3.090 1.321 -2.990 -0.03
O 0.369 4.602 -0.060 0.13
N -1.386 4.075 -3.131 -0.03
C -0.847 2.965 -3.899 0.00
C -2.618 4.643 -3.436 0.01
C -2.876 5.565 -2.487 0.03
C -0.599 7.248 -0.263 -0.01
C -0.582 8.155 0.791 0.01
H -0.741 10.310 3.987 0.09
H 0.329 9.085 3.225 0.10
H -0.236 10.498 2.276 0.09
H -3.661 7.463 2.131 0.13
H -3.699 5.893 0.195 0.13
H 1.331 3.335 -2.910 0.08
H 1.751 2.396 0.019 0.15
H 2.750 0.235 0.223 0.11
H 4.108 -1.658 -0.693 0.11
H 4.804 -1.627 -3.099 0.11
H 4.124 0.279 -4.564 0.10
H 2.807 2.157 -3.632 0.10
H -1.638 2.632 -4.582 0.10
H 0.013 3.270 -4.513 0.11
H -0.560 2.123 -3.253 0.11
H -3.189 4.306 -4.286 0.14
H -3.718 6.216 -2.360 0.14
H 0.275 7.207 -0.911 0.13
H 0.300 8.775 0.958 0.11
```